Record 1
Density functional theory data (wB97M-V/def2-TZVPD) for a cluster of 3 separate species, C3H11NO3 in total in a non-equilibrium geometry.

Geometry (Å):
O  -0.6873  -1.9561  -0.8433
C  -1.3812  -0.8814  -1.0647
C  -0.9495  0.5546  -0.8202
C  0.2619  0.8627  -1.7744
N  -0.8309  1.0993  0.5360
H  -2.1154  -0.9779  -1.9008
H  -1.8713  1.0401  -1.1761
H  0.8849  1.6457  -1.3422
H  0.8297  -0.0812  -1.7438
H  -0.1460  1.0677  -2.7573
H  -0.0610  0.5416  0.9055
H  -1.6016  0.9518  1.1746
H  1.3739  -0.0264  2.3797
H  2.4648  0.9352  2.7623
O  1.5147  0.8280  2.8573
H  1.4759  -1.8616  0.6222
H  0.0019  -1.8020  0.8376
O  0.8364  -1.9401  1.3475

As for the LUMO energy (spin up / spin down): 3.73 / 3.71 eV. The expectation value of S² is 0.754. Its multiplicity is 2. As for the charge: -1. The HOMO energy (spin up / spin down) comes out at -0.0218 / -0.1331 Ha. The calculation puts the frontier orbital gap (spin up / spin down) at 4.32 / 7.33 eV.



Record 2
Density functional theory data (wB97M-V/def2-TZVPD) for an isolated molecule of CH3N3S in a non-equilibrium geometry.

Geometry (Å):
C  0.7437  0.0768  -0.2579
N  -1.4703  -0.1357  0.5300
N  -1.6432  1.0277  0.3076
N  -0.3703  -0.7171  0.1935
S  -0.0396  1.6192  -0.6030
H  1.4897  0.2185  0.5915
H  1.4101  -0.4582  -1.1448
H  -0.1201  -1.6313  0.3831

As for the LUMO energy: 0.81 eV. The HOMO energy comes out at -0.3182 Ha. The calculation puts the frontier orbital gap at 9.47 eV.



Record 3
Density functional theory data (wB97M-V/def2-TZVPD) for a cluster of 7 separate species, H14O7 in total in a non-equilibrium geometry.

Geometry (Å):
O  2.0037  0.7791  -0.3950
H  1.7487  1.4881  -0.9830
H  1.5697  0.9721  0.4220
O  -1.7203  1.9731  0.2400
H  -2.2943  2.2761  0.9240
H  -1.0763  1.5461  0.7740
O  3.9997  -1.2709  0.0770
H  3.4257  -0.5499  -0.1640
H  4.8267  -0.7999  0.1200
O  0.5497  -2.2449  1.6450
H  1.1217  -1.5119  1.9740
H  0.3567  -1.9249  0.7530
O  -0.2003  -1.0189  -0.8450
H  -0.7983  -0.6609  -0.2310
H  0.5867  -0.4839  -0.8490
O  -2.2513  1.5451  -2.3370
H  -2.2403  1.7461  -1.3850
H  -2.2573  0.6211  -2.3680
O  -2.0983  -0.9149  1.0120
H  -2.6473  -1.4469  0.4410
H  -2.6053  -0.1189  1.1760

As for the LUMO energy: -0.50 eV. The HOMO energy comes out at -0.3918 Ha. The calculation puts the frontier orbital gap at 10.16 eV.



Record 4
Density functional theory data (wB97M-V/def2-TZVPD) for a cluster of 11 separate species, C59H145N11O11 in total in a non-equilibrium geometry.

Geometry (Å):
C  9.9564  11.4386  14.1874
C  10.9354  11.8846  15.2639
C  12.0872  12.5694  14.4903
C  13.0371  13.2903  15.3913
C  12.1625  14.4041  16.2104
C  11.0236  13.7624  17.0126
N  10.2418  12.9083  16.0359
O  9.1054  12.3188  16.6533
C  11.5545  13.2017  18.3278
C  9.9436  14.8137  17.4269
C  11.3644  10.6589  16.0882
H  9.1477  10.7834  14.4413
H  10.5628  10.9696  13.3623
H  9.4233  12.3131  13.7878
H  12.6199  11.8022  13.8777
H  11.6786  13.2919  13.7776
H  13.8348  13.8537  14.8200
H  13.4375  12.7430  16.2382
H  11.5999  15.0564  15.5399
H  12.8678  14.9073  16.8345
H  12.0473  14.0414  18.8210
H  10.6728  13.0640  19.0137
H  12.3028  12.4202  18.2389
H  10.2981  15.5456  18.1953
H  9.6389  15.3499  16.5230
H  9.0510  14.3031  17.7580
H  10.4718  10.2191  16.5742
H  12.1567  10.8709  16.8640
H  11.8034  9.8184  15.5603
H  9.4764  11.7776  17.3612
C  11.9714  17.9660  21.8676
C  13.3272  17.5412  22.5664
C  13.3141  16.2295  23.1759
C  13.3515  15.0045  22.2316
C  14.5925  15.1764  21.4458
C  14.7251  16.4610  20.6484
N  14.4776  17.5384  21.6397
O  14.3341  18.8221  20.9004
C  16.1474  16.7165  20.1286
C  13.7725  16.4041  19.4606
C  13.5558  18.5266  23.6352
H  11.7714  17.2576  21.0652
H  11.8449  18.9538  21.5316
H  11.0894  17.8109  22.5582
H  14.1771  16.1706  23.8940
H  12.4370  16.1816  23.8036
H  12.4337  14.9495  21.6608
H  13.3247  14.1022  22.8211
H  14.7603  14.2307  20.9174
H  15.3231  15.1665  22.2626
H  16.8098  16.9375  21.0281
H  16.5492  15.8074  19.6778
H  16.2767  17.5798  19.4291
H  12.7891  16.0604  19.7015
H  13.8515  17.4348  18.9962
H  14.1717  15.6120  18.8227
H  13.2449  19.5154  23.2536
H  14.5846  18.5577  23.9433
H  12.9277  18.3601  24.4792
H  15.2174  18.9506  20.4684
C  16.4636  16.5165  16.4627
C  16.1160  16.8781  15.0802
C  14.6165  16.6765  14.9242
C  13.7381  17.6603  15.5745
C  14.1437  19.1217  15.3139
C  15.7077  19.3059  15.4446
N  16.3769  18.2982  14.6842
O  17.7665  18.5815  14.8526
C  15.9231  20.7291  14.7905
C  16.0256  19.4582  16.9273
C  16.8974  15.9530  14.0720
H  16.3826  15.3599  16.5087
H  15.7946  16.9164  17.2376
H  17.4490  16.7902  16.8248
H  14.5743  16.6237  13.8506
H  14.3278  15.6434  15.1636
H  13.7180  17.4752  16.6504
H  12.6441  17.6168  15.3590
H  13.7025  19.8208  16.0349
H  13.9394  19.4467  14.2999
H  16.9699  21.0170  14.7894
H  15.4879  20.8223  13.7941
H  15.3667  21.5318  15.2462
H  15.5703  18.6795  17.5133
H  17.0917  19.4215  17.0524
H  15.5751  20.3979  17.2739
H  16.4807  16.0384  13.0346
H  16.9153  14.8722  14.5120
H  17.9521  16.1789  14.0452
H  18.0861  18.7346  13.9522
C  20.6428  16.8032  17.5951
C  21.3111  17.4377  16.3924
C  20.9438  18.9454  16.3884
O  20.6136  19.2871  15.0408
C  20.0024  20.5580  14.9946
N  22.7871  17.1392  16.2896
H  21.0604  17.2077  18.5422
H  20.8872  15.7274  17.5301
H  19.5830  17.0206  17.4894
H  20.9185  17.0130  15.4750
H  21.7570  19.5929  16.7458
H  20.0927  19.2657  17.0992
H  19.2048  20.6315  15.7216
H  19.6317  20.7298  13.9730
H  20.7845  21.3191  15.1925
H  23.1300  17.3788  17.2358
H  23.2060  17.8704  15.7378
C  17.8520  21.0270  11.0125
C  17.5295  19.5422  10.6350
C  18.6803  18.5991  10.9158
O  18.9297  18.5498  12.3168
C  19.8143  17.4491  12.6128
N  16.3303  19.1944  11.4214
H  18.0500  21.1257  12.1060
H  17.0725  21.7167  10.8059
H  18.7969  21.3499  10.5737
H  17.3861  19.5644  9.5345
H  19.5070  19.0300  10.4058
H  18.6005  17.5653  10.5548
H  20.7891  17.5652  12.1028
H  19.4498  16.4507  12.2206
H  19.8713  17.4716  13.6812
H  16.1941  18.1694  11.5016
H  16.4668  19.5014  12.3890
C  17.8054  20.1716  20.1824
C  19.0898  20.8396  19.6197
C  19.3546  22.1210  20.3599
O  20.5719  22.6851  19.8984
C  21.2882  23.4430  20.8344
N  20.2532  19.9369  19.5650
H  17.4384  19.3911  19.4996
H  17.0475  20.9660  20.1971
H  17.9798  19.8775  21.2185
H  18.8644  21.0606  18.5796
H  19.4561  21.9107  21.4441
H  18.5030  22.8421  20.1603
H  22.3201  23.5004  20.4530
H  21.1970  23.0499  21.8135
H  20.9188  24.4660  20.9582
H  20.4710  19.5754  20.4958
H  21.0112  20.5451  19.3385
C  12.8737  22.8343  13.8283
C  12.7278  23.5834  12.5322
C  14.1395  23.5234  11.8986
O  15.2036  23.7515  12.7323
C  15.1589  25.0741  13.2505
N  11.6767  23.0017  11.7202
H  12.8056  21.7299  13.6650
H  12.0460  23.0871  14.5316
H  13.8040  23.0950  14.2974
H  12.4279  24.5679  12.8464
H  14.2498  24.1745  10.9790
H  14.2555  22.4794  11.6946
H  16.0525  25.6672  12.9422
H  15.2057  25.0361  14.3532
H  14.2278  25.6069  13.0921
H  11.3020  23.6855  11.1128
H  12.0342  22.2550  11.0747
C  18.1654  23.9642  16.9672
C  19.3402  24.2625  16.0613
C  18.8641  24.1673  14.6027
O  19.8722  24.7112  13.7478
C  19.4752  24.3561  12.4231
N  19.6319  25.6886  16.2724
H  18.4037  24.1791  17.9799
H  18.0777  22.8527  16.9392
H  17.2577  24.4683  16.6121
H  20.1377  23.5655  16.3760
H  18.0076  24.8462  14.5921
H  18.6417  23.1332  14.3485
H  20.2484  24.8753  11.8183
H  18.4164  24.7522  12.1295
H  19.4438  23.3131  12.1767
H  19.9710  25.7817  17.2129
H  20.4147  25.8991  15.7022
C  13.0668  18.6304  8.8695
C  12.6125  19.6300  9.8896
C  12.2729  19.0046  11.2726
O  11.2753  18.0243  11.0999
C  11.2026  17.2792  12.2313
N  13.5546  20.6454  10.2469
H  12.3974  17.7892  8.7239
H  14.0702  18.2329  9.2340
H  13.2721  19.2062  7.9268
H  11.6280  20.0004  9.4811
H  11.9080  19.8121  11.8609
H  13.1868  18.5618  11.7354
H  10.8910  17.7968  13.1586
H  12.1473  16.8103  12.4560
H  10.5724  16.4557  11.9564
H  14.4374  20.2402  10.5720
H  13.7890  21.0517  9.3928
C  17.7504  13.0440  18.6924
C  16.6104  12.3938  17.9347
C  16.5825  10.9175  18.3836
O  15.3641  10.3273  17.9627
C  15.3131  8.9955  18.4869
N  15.3237  13.0713  18.0573
H  17.4460  12.8695  19.7078
H  17.7945  14.1684  18.5622
H  18.7121  12.5565  18.5022
H  16.8483  12.3929  16.8890
H  16.6559  10.8307  19.4776
H  17.3714  10.4098  17.8323
H  15.9230  8.2630  17.8195
H  14.2462  8.6660  18.4962
H  15.6954  9.0662  19.5495
H  15.2354  13.7695  18.7990
H  14.5245  12.4933  17.8789
C  11.3975  20.1420  18.3820
C  12.0050  21.5681  18.5302
C  13.0788  21.4719  19.6287
O  12.4974  21.4638  20.8984
C  13.3140  22.0799  21.8907
N  12.6736  21.8157  17.2809
H  11.1627  19.8524  19.3886
H  12.1022  19.4277  17.9609
H  10.5155  20.1096  17.6899
H  11.3832  22.3971  18.9059
H  13.7939  22.2835  19.6334
H  13.7034  20.5432  19.5300
H  12.7443  22.1545  22.8311
H  13.5220  23.0854  21.4968
H  14.3473  21.5326  21.9626
H  13.3278  22.6182  17.3947
H  12.0610  22.1181  16.5110

As for the LUMO energy: 0.55 eV. The HOMO energy comes out at -0.3131 Ha. The calculation puts the frontier orbital gap at 9.07 eV.



Record 5
Density functional theory data (wB97M-V/def2-TZVPD) for a structure of composition C32H48As2N3O19P2ReS in a non-equilibrium geometry.

Geometry (Å):
Re  0.9214  0.3858  1.1336
O  -0.3604  0.2263  5.0013
C  -0.0607  0.4885  3.8626
O  -0.1656  -0.2933  2.8231
C  0.2683  1.9184  3.4619
C  0.1247  3.0404  4.2539
C  0.0407  4.2812  3.6297
C  -0.0831  4.3453  2.2424
C  0.0738  3.1829  1.5194
N  0.3915  2.0392  2.1359
C  -0.3969  2.8830  0.1163
O  -0.8667  3.7357  -0.6042
O  -0.3482  1.6079  -0.1582
H  0.0551  2.9193  5.3259
H  -0.0210  5.1842  4.2220
H  -0.3225  5.2656  1.7281
C  4.3284  -3.0378  2.9537
C  4.0121  -2.0767  1.8111
O  5.0098  -2.1537  0.8097
P  2.4214  -2.6146  1.0071
O  1.7666  -3.6599  1.9536
O  2.8769  -3.3805  -0.3000
O  1.4182  -1.5994  0.4997
P  3.8631  -0.3719  2.5289
O  4.5042  0.5089  1.3206
O  4.5820  -0.1602  3.7812
O  2.3429  -0.0948  2.5264
H  4.4410  -4.0560  2.5818
H  3.5250  -3.0114  3.6879
H  5.2488  -2.7176  3.4374
H  5.2105  -1.2640  0.4873
H  0.7966  -3.5777  2.1760
H  3.7628  -3.7722  -0.2665
H  5.2089  1.0663  1.6883
C  2.8407  -0.6011  -5.0058
C  2.1156  -1.8368  -4.4756
C  0.8051  -1.5472  -3.7381
C  0.9562  -0.7189  -2.4673
N  1.1034  0.7015  -2.7653
C  1.6490  1.6306  -1.9934
S  2.5308  1.2014  -0.5266
N  1.6543  2.8802  -2.4207
C  2.3287  4.0431  -1.8466
C  3.1141  4.7749  -2.9349
C  4.1853  3.9103  -3.6050
C  5.2704  3.4466  -2.6344
H  3.7225  -0.9008  -5.5717
H  3.1752  0.0453  -4.1936
H  2.1990  -0.0266  -5.6782
H  2.7831  -2.3887  -3.8088
H  1.8796  -2.4915  -5.3165
H  0.3603  -2.5000  -3.4460
H  0.0960  -1.0570  -4.4153
H  1.8193  -1.0546  -1.8963
H  0.0756  -0.8501  -1.8351
H  0.6106  1.0029  -3.5954
H  1.1292  3.0886  -3.2603
H  2.9862  3.7046  -1.0505
H  1.5774  4.7117  -1.4293
H  3.5864  5.6472  -2.4787
H  2.4133  5.1440  -3.6902
H  4.6437  4.4931  -4.4053
H  3.7180  3.0366  -4.0685
H  5.7151  4.3017  -2.1226
H  6.0610  2.9242  -3.1715
H  4.8689  2.7630  -1.8837
C  -2.8342  -2.3826  4.7959
O  -1.8892  -3.0779  3.9762
C  -1.6186  -2.8325  2.7131
O  -0.7532  -3.5053  2.1736
C  -2.2547  -1.7109  1.9783
C  -3.4357  -1.1269  2.2528
As  -5.0390  -2.2499  1.9354
C  -4.2864  -4.0608  2.0082
C  -4.5671  -1.8507  0.0249
C  -3.4289  -1.4919  -0.5669
As  -1.5534  -1.3104  0.2017
C  -1.0764  -3.0627  -0.5531
C  -3.3277  -1.5673  -2.0663
O  -3.6511  -2.5550  -2.6638
O  -2.7499  -0.5516  -2.7345
C  -2.7238  0.7849  -2.2219
C  -5.7951  -2.3061  -0.7269
O  -6.1873  -3.4189  -0.4818
O  -6.4453  -1.5221  -1.5672
C  -6.2357  -0.1122  -1.6454
C  -3.8195  0.2559  1.8783
O  -4.9271  0.5562  1.4901
O  -2.8775  1.1654  2.1551
C  -3.3290  2.5297  2.0943
H  -2.6500  -2.7480  5.8022
H  -3.8587  -2.6183  4.5122
H  -2.6632  -1.3096  4.7764
H  -4.1626  -4.3732  3.0455
H  -3.3444  -4.1676  1.4738
H  -5.0272  -4.7071  1.5423
H  -1.6820  -3.8476  -0.1110
H  -0.0272  -3.2740  -0.3889
H  -1.2747  -3.0232  -1.6246
H  -2.2805  1.3818  -3.0152
H  -2.1234  0.8784  -1.3187
H  -3.7331  1.1541  -2.0402
H  -6.2406  0.1543  -2.6995
H  -5.3044  0.1953  -1.1750
H  -7.0597  0.3860  -1.1371
H  -2.7463  3.0867  2.8213
H  -4.3855  2.5831  2.3443
H  -3.1739  2.9373  1.0957

As for the LUMO energy (spin up / spin down): -5.13 / -4.89 eV. The expectation value of S² is 0.760. Its multiplicity is 2. As for the charge: +1. The HOMO energy (spin up / spin down) comes out at -0.3995 / -0.4002 Ha. The calculation puts the frontier orbital gap (spin up / spin down) at 5.74 / 6.01 eV.



Record 6
Density functional theory data (wB97M-V/def2-TZVPD) for a structure of composition C26H33ClLaN2O2S in a non-equilibrium geometry.

Geometry (Å):
La  -0.2263  -0.1053  0.0015
Cl  1.6215  -0.3996  -1.8620
N  0.2541  2.3659  -0.4945
N  -0.1319  -2.5918  0.0314
C  -0.7970  3.0237  -0.9705
C  -0.8226  -3.2516  -0.8708
C  1.2325  3.3655  -0.0065
C  0.4120  4.6601  0.0120
C  2.3934  3.4725  -0.9851
C  1.7193  2.9554  1.3729
H  2.0506  3.9163  -1.9305
H  2.8194  2.4820  -1.1880
H  3.1659  4.1271  -0.5578
H  0.8639  2.8088  2.0443
H  2.3630  3.7494  1.7751
H  2.2997  2.0211  1.3160
C  0.8485  -3.5341  0.6864
C  0.5410  -4.8484  -0.0095
C  0.5623  -3.5747  2.1827
C  2.2762  -3.0899  0.4190
H  2.4437  -2.9809  -0.6580
H  2.9488  -3.8559  0.8183
H  2.5061  -2.1311  0.9023
H  -0.4553  -3.9503  2.3514
H  0.6558  -2.5794  2.6426
H  1.2760  -4.2537  2.6638
O  -0.5271  -4.5239  -0.9859
H  0.1576  -5.6225  0.6681
H  1.3868  -5.2517  -0.5802
O  -0.8195  4.3239  -0.7512
H  0.8871  5.5077  -0.5001
H  0.1091  4.9587  1.0252
C  -1.9581  2.3368  -1.6794
C  -1.8977  -2.6807  -1.7404
C  -1.5875  -1.3880  -2.5173
H  -2.7337  -2.4232  -1.0451
H  -2.2334  -3.4483  -2.4184
C  -1.9496  -0.1614  -1.9699
C  -1.6115  1.1082  -2.4677
H  -1.1958  -0.1674  1.9968
C  -0.9455  1.1149  -3.7071
C  -0.6336  -0.1025  -4.3478
C  -0.6191  2.4396  -4.3200
C  -0.9014  -1.3488  -3.7526
H  -0.1215  -0.0786  -5.3293
C  -0.5025  -2.6490  -4.3870
H  -0.1697  -2.4912  -5.4179
H  -1.3479  -3.3561  -4.3927
H  0.3163  -3.1434  -3.8302
H  -1.4582  3.1538  -4.2049
H  -0.4015  2.3339  -5.3935
H  0.2631  2.9158  -3.8422
H  -2.4362  3.0896  -2.2963
H  -2.6807  2.0629  -0.8550
S  -1.4629  1.2994  2.1280
C  -0.9628  0.6708  3.7429
C  0.3950  0.3611  3.9631
C  0.7640  0.2685  5.2947
C  -0.1890  0.3274  6.3143
C  -1.5575  0.4224  6.0232
C  -1.9669  0.5159  4.6720
H  1.1093  0.3377  3.1387
H  1.8245  0.1411  5.5368
H  0.1257  0.3086  7.3633
H  -2.2936  0.4153  6.7833
H  -2.9948  0.6216  4.3954

As for the LUMO energy: 2.59 eV. As for the charge: -1. The HOMO energy comes out at -0.0310 Ha. The calculation puts the frontier orbital gap at 3.43 eV.